A structure of composition C19H32Br2N2O7P2SbSe4Si2Ti in a non-equilibrium geometry, computed with ωB97M-V with the def2-TZVPD basis set.

Results
- 2S+1: 2
- Orbital gap (alpha / beta): 6.876 / 4.353 eV
- DFT total energy: -502999.8843 eV
- E_LUMO (alpha / beta): -0.88 / -2.65 eV

Atoms and positions in Å:
Ti  0.5078  -0.1108  -0.1721
Br  2.6020  -0.7938  6.4686
C  2.0062  -0.4443  4.7258
C  0.6610  -0.2985  4.4600
C  0.2848  -0.0740  3.1499
N  1.1463  0.0201  2.1379
C  2.4542  -0.0937  2.4138
C  2.9175  -0.3431  3.6943
C  3.3970  -0.1557  1.2612
C  4.7745  -0.0983  1.4211
C  5.5696  -0.4806  0.3590
Br  7.4395  -0.3723  0.5083
C  4.9921  -0.9602  -0.8035
C  3.6176  -0.8945  -0.9048
N  2.8447  -0.4432  0.0820
H  -0.0840  -0.3926  5.2364
H  -0.7637  0.0030  2.9009
H  3.9650  -0.5158  3.8849
H  5.2175  0.2256  2.3508
H  5.5864  -1.3836  -1.5990
H  3.1055  -1.2471  -1.7896
C  -0.7879  3.5032  -2.5843
C  0.4191  2.5785  -2.5957
O  1.3206  2.8880  -3.6651
P  0.0007  0.8108  -2.9363
O  -1.5435  0.7093  -2.7668
O  0.2258  0.4789  -4.4477
O  0.7294  -0.2258  -2.0631
P  1.4179  2.6743  -1.0040
O  2.6828  1.8320  -1.5079
O  1.8326  4.0469  -0.6922
O  0.7090  1.7699  0.0325
H  -1.2965  3.4870  -3.5477
H  -0.4319  4.5138  -2.3792
H  -1.4968  3.2247  -1.8040
H  1.6753  3.7716  -3.4976
H  -1.9576  -0.1392  -3.0045
H  1.0287  0.8397  -4.8563
H  3.4130  2.4305  -1.7183
Se  3.7486  -4.7043  -0.4976
Sb  2.0230  -4.3291  1.1366
Se  0.5445  -6.2107  1.3199
Se  2.9715  -3.7598  3.2858
Se  0.7416  -2.2644  0.3851
C  -2.8055  -3.1324  0.4258
Si  -2.3952  -1.7328  -0.7358
C  -1.4638  -2.5479  -2.1751
C  -4.0311  -1.1997  -1.5142
C  -1.5685  -0.3576  0.2855
Si  -2.6334  1.1547  0.6831
C  -3.8335  0.5795  2.0149
C  -1.7382  2.6051  1.4666
C  -3.7050  1.9065  -0.6751
H  -2.9574  -4.0682  -0.1170
H  -3.7207  -2.9168  0.9872
H  -2.0066  -3.3069  1.1494
H  -2.1502  -2.7178  -3.0135
H  -1.0981  -3.5200  -1.8451
H  -0.5932  -2.0237  -2.5624
H  -4.4785  -2.0741  -1.9957
H  -3.9674  -0.4053  -2.2632
H  -4.7270  -0.8530  -0.7457
H  -1.5155  -0.8558  1.2569
H  -3.3805  0.6057  3.0104
H  -4.1904  -0.4393  1.8402
H  -4.7093  1.2350  2.0403
H  -0.9653  2.3030  2.1758
H  -2.4748  3.2046  2.0103
H  -1.2562  3.2581  0.7370
H  -4.7058  1.4722  -0.6401
H  -3.3338  1.7748  -1.6890
H  -3.8068  2.9798  -0.4891

---

A structure of composition C3H4F6KN3O15S6 in a non-equilibrium geometry, computed with ωB97M-V with the def2-TZVPD basis set.

Results
- Orbital gap: 7.398 eV
- DFT total energy: -135997.1412 eV
- E_LUMO: 2.36 eV
- Charge: -2

Atoms and positions in Å:
K  1.9298  0.2909  1.0313
N  -2.8759  -4.4173  -1.9206
S  -2.1911  -3.1956  -2.4025
O  -2.9231  -1.9664  -2.6117
O  -0.9811  -3.4888  -3.2070
F  -1.5045  -2.9516  -0.9536
S  -3.6847  -4.7457  -3.3668
O  -2.8837  -5.4064  -4.3888
O  -4.6347  -3.7381  -3.8109
F  -4.6672  -5.8851  -2.8666
N  5.2245  -0.2631  3.4955
S  5.6344  -1.9125  3.8880
O  6.0816  -2.1103  5.2644
O  6.2731  -2.6958  2.8548
F  4.0838  -2.3851  3.8380
S  6.6223  0.1213  3.7617
O  7.5896  -0.3448  2.8140
O  7.0212  0.4273  5.1180
F  6.4320  1.6282  3.3723
N  -0.9909  -0.0121  4.0227
S  -2.4288  0.7878  3.6188
O  -3.0941  1.5086  4.7053
O  -3.2389  0.0702  2.6357
F  -1.7663  2.0000  2.6995
S  -1.7763  -1.0996  4.6937
O  -2.4856  -2.1092  3.8584
O  -2.3248  -0.7450  6.0011
F  -0.5387  -1.9643  5.2210
C  -2.1055  4.5830  -5.1421
C  -0.6706  5.1628  -5.1525
O  0.0801  4.4367  -4.3089
C  -0.7251  3.5018  -3.7868
O  -0.3885  2.6126  -2.9840
O  -1.9689  3.6376  -4.1314
H  -2.4345  4.0156  -6.0127
H  -2.8517  5.3396  -4.8992
H  -0.6108  6.1929  -4.8014
H  -0.2263  5.1201  -6.1469

---

A structure of composition C19H13Cl5F5N3O2PdTe, computed with ωB97M-V with the def2-TZVPD basis set.

Results
- 2S+1: 5
- Orbital gap (alpha / beta): 8.813 / 5.495 eV
- DFT total energy: -115431.9158 eV
- E_LUMO (alpha / beta): -6.14 / -9.58 eV
- Charge: +2

Atoms and positions in Å:
Pd  1.3056  3.3439  0.6661
Cl  -1.2377  1.7904  2.4133
C  0.1843  2.1573  3.2268
C  1.2984  2.6112  2.5192
C  2.4608  2.7894  3.2348
Cl  3.8775  3.2590  2.4104
C  2.5176  2.6048  4.6683
Cl  3.9494  2.8865  5.4746
C  1.3696  2.2067  5.3748
Cl  1.4271  2.0089  7.0646
C  0.2024  1.9753  4.6699
Cl  -1.1960  1.4906  5.4713
C  -4.4601  -4.1793  -1.8462
C  -2.9878  -4.0154  -1.8955
C  -2.2225  -4.5330  -2.9675
C  -0.8712  -4.3822  -2.9954
C  -0.2034  -3.6854  -1.9402
N  1.1318  -3.5618  -2.0255
C  2.0731  -3.1347  -1.0153
O  2.9539  -3.8853  -0.7238
N  1.8992  -1.9077  -0.4255
C  1.3538  -0.6922  -0.8949
C  0.7498  -0.4971  -2.1330
C  0.2621  0.7560  -2.4493
C  0.4048  1.7990  -1.5551
N  1.0197  1.6133  -0.3803
C  1.4727  0.4033  -0.0467
C  -0.9642  -3.1625  -0.8532
C  -2.3132  -3.3331  -0.8458
H  -4.8424  -4.7473  -2.6895
H  -4.9443  -3.1979  -1.8305
H  -4.7516  -4.6774  -0.9172
H  -2.7243  -5.0599  -3.7681
H  -0.2856  -4.7857  -3.8127
H  1.5972  -4.1409  -2.7182
H  2.5703  -1.8058  0.3258
H  0.6804  -1.2880  -2.8632
H  -0.2075  0.9390  -3.4049
H  0.0679  2.8006  -1.7718
H  1.9610  0.3140  0.9161
H  -0.4652  -2.6653  -0.0343
H  -2.8970  -2.9549  -0.0164
F  1.3523  4.4034  -1.0211
Te  -0.3533  5.8034  -0.0139
F  -2.1703  6.1173  -0.1711
F  1.5182  5.1109  1.4428
F  -0.4820  6.8765  1.5458
F  -0.3668  6.1707  -1.8890
O  -0.7145  4.0611  0.4913

---

- Which value of DFT total energy does entry 1 give?
  -502999.8843 eV

---

- Among the records above, which one has the highest DFT total energy?
  C19H13Cl5F5N3O2PdTe